# 1
Computed, not measured: a structure of composition C4H8O3P at a distorted geometry, with the ωB97M-V functional and the def2-TZVPD basis.

Each line ends with the natural charge from an NBO analysis.
Atoms and positions in Å:
C 0.12019 -1.31248 -0.02625  -0.095
C 0.61207 1.14547 -0.36339  -0.817
C -0.70065 -0.13923 -0.57721  -0.194
C -1.88726 0.23115 0.29645  -0.631
O 3.24791 0.47087 -0.73857  -1.164
O 2.16635 -0.00954 1.57931  -1.175
O 1.38397 -1.30250 -0.49013  -0.797
P 2.07426 0.10097 0.09527  2.347
H 0.19100 -1.07278 1.05140  0.175
H -0.50691 -2.20499 -0.11391  0.154
H 0.62255 1.85142 -1.14336  0.205
H 0.06430 1.68084 0.44559  0.199
H -0.77416 -0.29914 -1.58388  0.187
H -2.12621 1.17337 -0.04387  0.206
H -1.71611 0.20857 1.39628  0.216
H -2.77130 -0.52199 0.21627  0.184

Its spin multiplicity is 1. The calculation puts the gap between HOMO and LUMO at 8.71 eV. The energy above the lowest of the compared OMol25 structures with the same formula, charge and spin is 18.17 kJ/mol. Its total charge is -1. For the HOMO energy, the calculation gives -4.96 eV. Its LUMO energy is 3.8 eV.

---

# 2
Computed, not measured: a structure of composition C3H3O2Yb at a distorted geometry, with the ωB97M-V functional and the def2-TZVPD basis.

Each line ends with the natural charge from an NBO analysis.
Atoms and positions in Å:
C -3.57296 -0.24334 0.59089  -0.846
C -2.46931 -0.25585 -0.32563  -0.007
H -3.54224 0.30993 1.54958  0.289
H -4.08502 0.44541 -0.15737  0.329
H -4.23097 -1.13179 0.64901  0.298
O 1.52462 0.06815 2.25639  -0.590
C 1.97365 0.67066 1.30359  0.748
Yb -0.56052 1.21966 -0.73254  1.754
O 1.42863 1.12972 0.26103  -0.976

Its spin multiplicity is 3. The calculation puts the gap between HOMO and LUMO (alpha / beta) at 3.95 / 7.49 eV. The energy above the lowest of the compared OMol25 structures with the same formula, charge and spin is 289.00 kJ/mol. Its total charge is +1. For the HOMO energy (alpha / beta), the calculation gives -10.31 / -13.65 eV. Its LUMO energy (alpha / beta) is -6.4 / -6.2 eV. The expectation value of S² is 2.0087.

---

# 3
Computed, not measured: a cluster of 9 separate species, C33H70O15S2 in total at a distorted geometry, with the ωB97M-V functional and the def2-TZVPD basis.

Each line ends with the Löwdin charge.
Atoms and positions in Å:
C 2.37136 -0.81460 -1.33885  -0.077
C 2.25290 -0.85469 -2.83741  -0.142
C 1.85702 -2.22511 -3.18938  -0.102
O 2.56013 -2.98699 -2.20787  0.137
C 2.61837 -2.30389 -0.99089  -0.071
H 1.45612 -0.42861 -0.89001  0.096
H 3.24291 -0.24487 -1.01651  0.137
H 3.16004 -0.77672 -3.43667  0.133
H 1.52253 -0.15766 -3.24828  0.124
H 2.17850 -2.67447 -4.12897  0.162
H 0.77158 -2.32369 -3.17489  0.153
H 3.46554 -2.50700 -0.33580  0.166
H 1.77070 -2.60151 -0.37366  0.167
C -1.47295 6.25154 0.59658  -0.199
C -1.45577 7.34938 1.61836  -0.192
C -1.82968 6.60480 2.83964  -0.165
O -0.87490 5.52254 2.63850  -0.139
C -0.75690 5.19238 1.28474  -0.262
H -1.06763 6.50904 -0.38194  0.121
H -2.51558 5.98899 0.41743  0.122
H -2.27258 8.05226 1.45444  0.118
H -0.51766 7.90273 1.66142  0.127
H -2.85623 6.27078 2.99041  0.128
H -1.48863 7.19006 3.69360  0.125
H -1.27899 4.24799 1.13101  0.111
H 0.23490 5.16933 0.83319  0.118
C 0.76180 -3.74904 4.45078  -0.176
C -0.21209 -2.54302 4.25032  -0.101
C 0.46709 -1.86076 2.97826  -0.160
O 1.58675 -2.68917 2.59683  -0.156
C 1.38933 -3.99943 3.14243  -0.235
H 0.40651 -4.68644 4.87875  0.122
H 1.59125 -3.39189 5.06117  0.116
H -0.44195 -1.89966 5.09966  0.108
H -1.12504 -3.09113 4.01752  0.087
H 0.81502 -0.86944 3.26864  0.108
H -0.19480 -1.83196 2.11272  0.088
H 2.34343 -4.52539 3.17655  0.128
H 0.76383 -4.65636 2.53803  0.091
C -2.13861 -4.62869 -2.45993  -0.138
C -0.95960 -4.59028 -1.52859  -0.204
C -0.12043 -5.86735 -1.72326  -0.140
O -1.12032 -6.71536 -2.32173  -0.133
C -2.39145 -6.11241 -2.36049  -0.201
H -1.71464 -4.24530 -3.38803  0.121
H -3.00666 -4.06588 -2.11669  0.116
H -1.18013 -4.33146 -0.49298  0.092
H -0.34819 -3.73044 -1.80239  0.062
H 0.24663 -6.28814 -0.78714  0.120
H 0.60859 -5.65586 -2.50550  0.113
H -2.93494 -6.40587 -1.46238  0.123
H -2.92055 -6.53403 -3.21512  0.130
C 4.46432 4.55159 0.68003  -0.184
C 5.25102 3.70228 1.71685  -0.157
C 4.23043 3.60773 2.86175  -0.159
O 3.17549 4.53006 2.43859  -0.208
C 3.76771 5.53677 1.58931  -0.176
H 3.86403 4.01454 -0.05436  0.106
H 5.16998 5.13505 0.08866  0.103
H 6.21244 4.13638 1.99132  0.112
H 5.34952 2.69479 1.31265  0.096
H 4.54150 3.95129 3.84831  0.123
H 3.70090 2.66515 2.72305  0.104
H 4.54277 5.95109 2.23406  0.118
H 3.07154 6.28635 1.21304  0.126
C -1.56279 1.40475 4.16032  -0.151
C -2.50210 0.28768 3.76328  -0.187
C -3.84496 0.92192 3.45929  -0.198
O -3.84490 2.09326 4.26830  -0.117
C -2.50996 2.60492 4.16510  -0.181
H -0.75625 1.61221 3.45707  0.077
H -1.10915 1.26668 5.14177  0.113
H -2.69599 -0.45158 4.54045  0.111
H -2.08733 -0.23440 2.90102  0.089
H -4.52709 0.14332 3.80072  0.123
H -3.92404 1.05924 2.38087  0.110
H -2.21345 3.39590 4.85396  0.128
H -2.57517 3.07555 3.18410  0.108
O -0.14039 0.99476 -7.67867  -0.288
S 0.23164 0.71354 -6.26069  0.666
O -0.67406 0.14036 -5.29109  -0.303
O 1.64516 -0.11434 -6.10228  -0.306
C 2.55653 -0.07968 -7.21888  -0.238
C 3.99311 -0.36247 -6.67199  -0.051
C 0.74055 2.30520 -5.59798  -0.102
H 2.46900 0.94156 -7.58969  0.107
H 2.34866 -0.77764 -8.02989  0.125
H 3.96862 -1.21144 -5.98880  0.062
H 4.45186 0.49693 -6.18304  0.075
H 4.67136 -0.54366 -7.50581  0.081
H 1.35515 2.75629 -6.37701  0.070
H 1.37942 2.15700 -4.72736  0.065
H -0.20155 2.79944 -5.36078  0.082
O -2.94492 1.02296 -0.32673  -0.311
S -1.87769 1.04614 -1.37384  0.667
O -1.89735 1.93535 -2.50776  -0.272
O -0.44292 1.31165 -0.66480  -0.294
C -0.25773 0.93712 0.71801  -0.244
C 0.98973 1.64767 1.30177  -0.038
C -1.66363 -0.68503 -1.96634  -0.087
H -0.13247 -0.14563 0.71015  0.084
H -1.17626 1.30346 1.17648  0.097
H 0.87805 2.72647 1.19312  0.071
H 1.96311 1.44044 0.85715  0.064
H 1.09059 1.38377 2.35452  0.066
H -2.65523 -1.13761 -1.96467  0.064
H -1.01889 -1.20205 -1.25564  0.045
H -1.24058 -0.62863 -2.96931  0.038
C -5.25710 -2.57836 0.19574  -0.058
O -4.71198 -3.88697 0.33504  -0.024
C -3.56781 -3.94496 1.15485  -0.502
O -3.10116 -2.96728 1.81656  0.054
O -3.00614 -5.13331 1.06088  -0.033
C -1.92704 -5.57945 1.94679  0.017
H -5.49818 -2.08002 1.13470  0.092
H -6.19507 -2.55009 -0.35881  0.102
H -4.48835 -1.91080 -0.19348  0.077
H -1.68521 -6.61030 1.68805  0.109
H -2.26468 -5.42415 2.97148  0.103
H -1.14048 -4.83655 1.81439  0.057

Its spin multiplicity is 2. The calculation puts the gap between HOMO and LUMO (alpha / beta) at 8.41 / 2.22 eV. Its total charge is +1. For the HOMO energy (alpha / beta), the calculation gives -11.02 / -11.02 eV. Its LUMO energy (alpha / beta) is -2.6 / -8.8 eV. The expectation value of S² is 0.7546.

---

# 4
Computed, not measured: the molecule C5H7N at a distorted geometry, with the ωB97M-V functional and the def2-TZVPD basis.

Each line ends with the natural charge from an NBO analysis.
Atoms and positions in Å:
C 0.53447 0.41858 0.24151  -0.071
C -0.15929 0.01914 -1.00065  0.295
C 1.67281 0.96125 0.65498  -0.340
C -0.57880 -0.14228 1.03962  -0.442
C -1.13206 -0.87583 -0.24135  -0.474
N 0.13293 0.32140 -2.18352  -0.609
H 1.84287 0.92747 1.69074  0.192
H 2.55917 1.36307 0.01887  0.219
H -0.12750 -0.72864 1.81434  0.207
H -1.41654 0.25268 1.53007  0.226
H -2.16623 -0.68433 -0.27107  0.220
H -0.77315 -1.85697 -0.30178  0.225
H -0.38869 0.02446 -2.99175  0.353

Its spin multiplicity is 1. The calculation puts the gap between HOMO and LUMO at 9.91 eV. The energy above the lowest of the compared OMol25 structures with the same formula, charge and spin is 261.30 kJ/mol. The SMILES is [H]/N=C1\CCC1=C. For the HOMO energy, the calculation gives -9.33 eV. Its LUMO energy is 0.6 eV.

---

# 5
Computed, not measured: a structure of composition C42H41N4O3P2ReS, with the ωB97M-V functional and the def2-TZVPD basis.

Each line ends with the Löwdin charge.
Atoms and positions in Å:
Re -1.28730 -0.32993 -0.14432  1.334
O 0.77149 -0.76457 -0.32008  -0.471
P 2.08683 -0.79436 0.46630  0.835
C 1.77916 -0.19844 2.17053  -0.272
P 0.11052 -0.63184 2.72877  0.850
O -0.91730 0.03493 1.75889  -0.481
C -0.11841 -0.12181 4.39778  -0.295
C -1.11891 -0.75655 5.14218  -0.055
C -1.35549 -0.35961 6.44516  -0.035
C -0.59632 0.65998 7.00692  -0.019
C 0.39952 1.29160 6.27155  -0.038
C 0.64065 0.90677 4.96468  -0.060
C -0.06835 -2.39469 2.53416  -0.305
C 0.78586 -3.25713 3.22031  -0.052
C 0.72836 -4.61935 2.97541  -0.029
C -0.18020 -5.12421 2.05270  -0.029
C -1.04732 -4.27168 1.38136  -0.045
C -0.98782 -2.90820 1.62231  -0.100
C 2.67885 -2.47007 0.61544  -0.288
C 3.76556 -2.76491 1.44198  -0.073
C 4.25482 -4.05782 1.50290  -0.040
C 3.66543 -5.05987 0.73972  -0.035
C 2.58638 -4.76997 -0.08230  -0.054
C 2.09259 -3.47604 -0.14746  -0.073
C 3.29606 0.26051 -0.29150  -0.295
C 4.42137 0.66716 0.42823  -0.072
C 5.38661 1.44316 -0.19028  -0.040
C 5.23403 1.80261 -1.52446  -0.031
C 4.11738 1.39415 -2.24098  -0.049
C 3.14273 0.62561 -1.62658  -0.070
H 1.94040 0.87884 2.23726  0.077
H 2.47725 -0.69223 2.85399  0.088
H -1.70005 -1.56373 4.71123  0.119
H -2.12408 -0.84857 7.02772  0.125
H -0.77908 0.96186 8.02979  0.127
H 0.98763 2.08089 6.71889  0.124
H 1.41926 1.40828 4.40329  0.106
H 1.49108 -2.87347 3.95001  0.129
H 1.38632 -5.29058 3.51095  0.129
H -0.22762 -6.19033 1.87278  0.129
H -1.78400 -4.67826 0.70047  0.117
H -1.74848 -2.26682 1.16837  0.059
H 4.25310 -1.99581 2.03165  0.108
H 5.10109 -4.28412 2.13756  0.124
H 4.05467 -6.06866 0.78375  0.125
H 2.13394 -5.55251 -0.67730  0.121
H 1.24246 -3.25080 -0.78171  0.097
H 4.55610 0.38709 1.46734  0.108
H 6.25976 1.76235 0.36236  0.123
H 5.99335 2.40341 -2.00740  0.124
H 4.00658 1.67811 -3.27900  0.121
H 2.26151 0.32126 -2.17726  0.099
S -3.54012 -0.21272 -0.03660  0.796
C -3.72761 1.35898 -0.72940  -0.718
N -5.01960 1.86372 -0.69592  0.137
N -5.39509 2.88785 -1.28489  0.117
C -4.86158 3.74672 -2.28706  -0.195
C -4.01815 3.29543 -3.29882  -0.029
C -3.67681 4.18200 -4.30109  -0.044
C -4.14814 5.49298 -4.27758  -0.016
C -4.99651 5.92452 -3.26676  -0.025
C -5.38086 5.04060 -2.27529  0.016
N -2.69614 2.06727 -1.05801  0.056
N -1.51810 1.48182 -0.77573  -0.195
C -0.40863 2.36651 -1.03479  -0.254
C 0.58840 2.48630 -0.08049  -0.045
C 1.65047 3.35040 -0.30179  -0.061
C 1.71752 4.08108 -1.47776  -0.050
C 0.71328 3.95411 -2.42986  -0.043
C -0.35887 3.10429 -2.21200  -0.017
H -6.34103 3.15284 -1.00552  0.194
H -3.67708 2.27147 -3.33040  0.110
H -3.05022 3.85049 -5.11788  0.121
H -3.86790 6.17595 -5.06844  0.128
H -5.37528 6.93687 -3.26299  0.129
H -6.06799 5.35310 -1.49705  0.134
H 0.49647 1.95059 0.85634  0.085
H 2.42257 3.45877 0.44930  0.119
H 2.54337 4.75785 -1.65096  0.122
H 0.76188 4.52765 -3.34596  0.119
H -1.14930 3.01708 -2.94476  0.098
C -1.68962 -3.11180 -3.45154  -0.123
C -0.98900 -1.92095 -4.10689  -0.122
C -0.31240 -1.24911 -2.93512  -0.120
O -1.27076 -1.46795 -1.81084  -0.395
C -2.27043 -2.50098 -2.19795  -0.127
H -0.97527 -3.89834 -3.20590  0.130
H -2.46930 -3.54218 -4.07607  0.140
H -1.71618 -1.25256 -4.56968  0.131
H -0.26617 -2.21637 -4.86455  0.139
H -0.17299 -0.17327 -3.02139  0.121
H 0.61983 -1.72659 -2.64349  0.116
H -3.20583 -1.96945 -2.36645  0.115
H -2.36886 -3.17655 -1.35202  0.118

Its spin multiplicity is 2. The calculation puts the gap between HOMO and LUMO (alpha / beta) at 6.30 / 6.34 eV. The energy above the lowest of the compared OMol25 structures with the same formula, charge and spin is 0.00 kJ/mol. Its total charge is +3. For the HOMO energy (alpha / beta), the calculation gives -15.87 / -15.93 eV. Its LUMO energy (alpha / beta) is -9.6 / -9.6 eV. The expectation value of S² is 0.7808.

---

# 6
Computed, not measured: a cluster of 2 separate species, C4H6BrNO in total at a distorted geometry, with the ωB97M-V functional and the def2-TZVPD basis.

Each line ends with the natural charge from an NBO analysis.
Atoms and positions in Å:
C -0.02113 -0.21013 2.00829  0.860
C -0.68866 1.32680 -0.77730  -0.440
C 0.15999 0.38646 -0.76955  -0.157
C -0.20665 -1.13118 -0.79567  -0.651
N 1.03214 -0.12508 1.43711  -0.664
O -1.05789 -0.61543 2.44750  -0.499
Br 2.56074 0.80511 1.67220  0.328
H -1.71778 1.18951 -0.40521  0.194
H -0.32525 2.26334 -1.06334  0.199
H 1.12350 0.48175 -1.24801  0.189
H -0.83720 -1.33410 0.04577  0.207
H 0.72998 -1.71235 -0.74673  0.213
H -0.75179 -1.32470 -1.80506  0.222

Its spin multiplicity is 1. The calculation puts the gap between HOMO and LUMO at 8.97 eV. The energy above the lowest of the compared OMol25 structures with the same formula, charge and spin is 251.49 kJ/mol. The SMILES is O=C=NBr.C=CC. For the HOMO energy, the calculation gives -9.46 eV. Its LUMO energy is -0.5 eV.